# 1
{
  "formula": "C5H11NOS",
  "method": "wB97M-V/def2-TZVPD",
  "de_lowest_ev": 4.0041,
  "charge": 0,
  "gap_ha": 0.346,
  "lumo_energy_ev": 0.7,
  "homo_energy_ev": -8.7,
  "symbols": ["C", "C", "C", "C", "C", "N", "O", "S", "H", "H", "H", "H", "H", "H", "H", "H", "H", "H", "H"],
  "positions_angstrom": [[-1.53499, 1.46473, -0.17565], [-1.29503, 0.24182, -1.02129], [-0.89788, 0.15625, 0.43046], [-1.71846, -0.82094, 1.22696], [2.55757, -0.55465, -0.75545], [1.77385, 0.66345, -0.36226], [1.15349, -0.84664, 1.80287], [0.82824, 0.37899, 1.08108], [-0.75940, 2.07435, -0.31471], [-2.50648, 1.84391, -0.04556], [-2.20117, -0.44824, -1.38120], [-0.47076, 0.36564, -1.73072], [-1.70008, -1.79664, 0.65550], [-2.80751, -0.56633, 1.11934], [-1.37105, -0.86676, 2.22088], [2.83831, -1.06359, 0.11810], [2.01214, -1.29923, -1.33906], [3.48709, -0.25666, -1.26540], [2.61212, 1.33055, -0.26389]],
  "nbo_charge": [-0.41, -0.41, -0.26, -0.61, -0.44, -0.84, -0.96, 1.40, 0.21, 0.22, 0.22, 0.23, 0.22, 0.22, 0.23, 0.21, 0.20, 0.20, 0.40]
}

# 2
{
  "formula": "C5H11NOS",
  "method": "wB97M-V/def2-TZVPD",
  "de_lowest_ev": 7.5919,
  "charge": 0,
  "gap_ha": [0.299, 0.299],
  "lumo_energy_ev": [-0.1, -0.1],
  "homo_energy_ev": [-8.3, -8.3],
  "symbols": ["C", "C", "C", "C", "C", "N", "O", "S", "H", "H", "H", "H", "H", "H", "H", "H", "H", "H", "H"],
  "positions_angstrom": [[3.16645, -0.23202, 0.80026], [-0.35034, -1.64505, 0.85444], [-1.44615, -0.49684, -1.19232], [-0.96719, 2.64480, -0.49978], [-0.95712, -0.29739, 0.26393], [0.14989, 0.63172, 0.25592], [0.04570, 1.79503, -0.20182], [3.58475, -1.79652, 0.60430], [4.02901, 0.44690, 0.42680], [-0.65561, -1.88777, 1.82158], [-0.33238, -2.43454, 0.06602], [0.73282, -1.36573, 0.97359], [-0.69052, -1.00081, -1.78774], [-1.59051, 0.43621, -1.74288], [-2.42714, -0.94753, -1.13801], [-1.99022, 2.38235, -0.52009], [-0.69673, 3.63460, -0.85631], [2.23587, 0.09957, 0.99928], [-1.84060, 0.03305, 0.87283]],
  "nbo_charge": [-0.44, -0.62, -0.63, -0.17, -0.13, -0.16, -0.15, 0.03, 0.20, 0.22, 0.22, 0.23, 0.22, 0.21, 0.22, 0.17, 0.19, 0.20, 0.19]
}

# 3
{
  "formula": "C5H11NOS",
  "method": "wB97M-V/def2-TZVPD",
  "de_lowest_ev": 5.9471,
  "charge": 0,
  "gap_ha": [0.276, 0.284],
  "lumo_energy_ev": [0.5, 0.7],
  "homo_energy_ev": [-7.0, -7.1],
  "symbols": ["C", "C", "C", "C", "C", "N", "O", "S", "H", "H", "H", "H", "H", "H", "H", "H", "H", "H", "H"],
  "positions_angstrom": [[-1.93739, 0.19550, 1.36409], [-1.19716, 0.71981, 0.20701], [1.00304, -1.56559, -0.17987], [1.81429, 0.81151, -0.77772], [1.24334, -0.14916, 0.19677], [-2.00972, -0.38055, 0.00361], [-1.25398, 1.93724, -0.37311], [-3.50609, -0.31055, -0.88521], [-1.44692, -0.43557, 2.09156], [-2.81792, 0.71511, 1.73221], [-0.04371, -1.83796, -0.03046], [1.60000, -2.24155, 0.43520], [1.24147, -1.73701, -1.22662], [1.54325, 0.53799, -1.79638], [2.90808, 0.82797, -0.70849], [1.45808, 1.82167, -0.58055], [1.35449, 0.07678, 1.24495], [-1.94496, 1.96966, -1.05031], [-3.62383, -1.63146, -0.94952]],
  "nbo_charge": [-0.31, 0.41, -0.68, -0.67, -0.09, -0.57, -0.69, 0.11, 0.20, 0.20, 0.24, 0.21, 0.21, 0.21, 0.21, 0.23, 0.18, 0.48, 0.13]
}

# 4
{
  "formula": "C5H11NP",
  "method": "wB97M-V/def2-TZVPD",
  "de_lowest_ev": 1.8375,
  "charge": 1,
  "gap_ha": 0.334,
  "lumo_energy_ev": -3.6,
  "homo_energy_ev": -12.7,
  "symbols": ["C", "C", "C", "C", "C", "N", "P", "H", "H", "H", "H", "H", "H", "H", "H", "H", "H", "H"],
  "positions_angstrom": [[1.51653, 1.98866, 2.07079], [1.67640, 0.75939, 1.55713], [0.79574, 0.42749, 0.49839], [0.78280, -0.70769, -0.21373], [-0.68260, -0.95143, -1.05104], [-1.72653, -0.98641, -0.00451], [-0.92654, 0.29278, -2.52792], [2.22213, 2.29213, 2.87217], [0.82359, 2.80014, 1.79946], [2.25649, -0.12654, 2.01560], [0.06822, 1.15810, 0.38549], [1.48474, -1.51437, -0.22969], [-0.59743, -2.01557, -1.47935], [-2.54969, -1.54674, -0.16278], [-1.25360, -1.08506, 0.87090], [-2.14966, -0.03440, -0.01891], [0.17317, -0.21214, -3.32426], [-1.91376, -0.53835, -3.05773]],
  "nbo_charge": [-0.30, -0.26, -0.21, -0.22, -0.35, -0.69, 0.31, 0.22, 0.21, 0.24, 0.19, 0.24, 0.25, 0.45, 0.46, 0.44, 0.04, -0.02]
}

# 5
{
  "formula": "C5H11NS",
  "method": "wB97M-V/def2-TZVPD",
  "de_lowest_ev": 6.6658,
  "charge": 0,
  "gap_ha": [0.282, 0.282],
  "lumo_energy_ev": [-0.1, -0.1],
  "homo_energy_ev": [-7.8, -7.8],
  "symbols": ["C", "C", "C", "C", "C", "N", "S", "H", "H", "H", "H", "H", "H", "H", "H", "H", "H", "H"],
  "positions_angstrom": [[-1.17684, 0.86749, -1.42865], [-2.38799, 0.47357, 1.00959], [2.18896, -0.36821, -0.54220], [2.07014, 0.51723, 0.67770], [1.13717, -0.59831, 0.45720], [-1.57192, -1.62255, -0.31845], [-1.12939, -0.00130, 0.01516], [-1.54228, 1.87237, -1.27449], [-0.22091, 0.85172, -1.93747], [-2.65354, -0.24674, 1.76278], [-2.27675, 1.48289, 1.37369], [1.93331, 0.06095, -1.50039], [2.99974, -1.08628, -0.59745], [2.80219, 0.44016, 1.47079], [1.70870, 1.52421, 0.52097], [1.06646, -1.47256, 1.08106], [-0.87231, -2.05277, -0.90799], [-2.47292, -1.61987, -0.78322]],
  "nbo_charge": [-0.99, -0.91, -0.45, -0.45, -0.28, -1.01, 1.34, 0.22, 0.20, 0.23, 0.22, 0.22, 0.22, 0.22, 0.23, 0.22, 0.39, 0.39]
}

# 6
{
  "formula": "C5H11O",
  "method": "wB97M-V/def2-TZVPD",
  "de_lowest_ev": 1.3643,
  "charge": -1,
  "gap_ha": 0.252,
  "lumo_energy_ev": 4.2,
  "homo_energy_ev": -2.6,
  "symbols": ["C", "O", "H", "H", "H", "C", "C", "C", "C", "H", "H", "H", "H", "H", "H", "H", "H"],
  "positions_angstrom": [[1.60336, -0.89124, -2.03095], [0.73587, 0.04081, -1.50964], [2.20262, -0.41693, -2.84469], [2.19501, -1.38668, -1.22850], [1.08215, -1.73220, -2.57877], [0.35224, 1.69733, 0.72821], [-0.98769, 0.98711, 0.76468], [-0.71797, -0.50098, 0.78266], [-1.38118, -1.35966, 1.63394], [0.86804, 1.11660, -0.09274], [0.20958, 2.73630, 0.59608], [0.91287, 1.52734, 1.68005], [-1.53425, 1.19789, -0.19416], [-1.57488, 1.30570, 1.64884], [0.02548, -0.81112, 0.00845], [-1.18121, -2.39840, 1.64214], [-2.30493, -1.06037, 2.16926]],
  "nbo_charge": [-0.21, -0.98, 0.11, 0.10, 0.08, -0.66, -0.45, -0.13, -0.51, 0.32, 0.18, 0.16, 0.21, 0.17, 0.28, 0.17, 0.16]
}

# 7
{
  "formula": "C5H11O",
  "method": "wB97M-V/def2-TZVPD",
  "de_lowest_ev": 1.6289,
  "charge": 1,
  "gap_ha": 0.382,
  "lumo_energy_ev": -4.6,
  "homo_energy_ev": -14.9,
  "symbols": ["C", "C", "C", "C", "C", "O", "H", "H", "H", "H", "H", "H", "H", "H", "H", "H", "H"],
  "positions_angstrom": [[-2.93650, -0.12342, 0.20310], [-1.77193, 0.47754, 0.52640], [1.22627, -1.34261, -0.56164], [1.98983, 0.68081, 0.49803], [-0.69458, 0.65001, -0.47053], [0.85793, -0.08484, 0.13091], [-3.62863, -0.05160, 1.00028], [-3.25633, -0.50100, -0.75952], [-1.62553, 0.85237, 1.50089], [2.31088, -1.62801, -0.20475], [0.38570, -2.08826, -0.35470], [1.38283, -1.14252, -1.54158], [2.49210, 0.15477, 1.35130], [2.69011, 0.71637, -0.35199], [1.64938, 1.63033, 0.99741], [-0.73015, 0.11795, -1.39599], [-0.34137, 1.68211, -0.56762]],
  "nbo_charge": [-0.22, -0.31, -0.26, -0.28, 0.03, -0.44, 0.22, 0.22, 0.24, 0.24, 0.24, 0.19, 0.22, 0.21, 0.23, 0.22, 0.23]
}

# 8
{
  "formula": "C5H11O2",
  "method": "wB97M-V/def2-TZVPD",
  "de_lowest_ev": 0.5962,
  "charge": -1,
  "gap_ha": 0.275,
  "lumo_energy_ev": 3.6,
  "homo_energy_ev": -3.9,
  "symbols": ["O", "C", "O", "H", "C", "C", "C", "C", "H", "H", "H", "H", "H", "H", "H", "H", "H", "H"],
  "positions_angstrom": [[0.66148, 2.22887, -2.46374], [1.56251, 2.96923, -1.95432], [1.95661, 2.97654, -0.75769], [2.17006, 3.53758, -2.70323], [-1.85874, -1.89437, 1.48892], [-1.18229, -0.92612, 0.52480], [0.29193, -0.67848, 0.69471], [0.92652, 0.25343, -0.34612], [-1.26740, -2.81206, 1.46045], [-2.84721, -2.12933, 1.05244], [-1.99884, -1.58213, 2.52972], [-1.75422, 0.00614, 0.47042], [-1.28000, -1.39657, -0.48259], [0.77225, -1.67304, 0.62416], [0.53189, -0.26123, 1.69364], [0.78954, -0.16606, -1.36160], [2.00577, 0.26993, -0.15083], [0.52015, 1.27771, -0.31915]],
  "nbo_charge": [-0.80, 0.61, -0.79, 0.00, -0.60, -0.39, -0.39, -0.60, 0.19, 0.19, 0.19, 0.20, 0.18, 0.17, 0.18, 0.20, 0.20, 0.26]
}

no.,largest force on an atom (hartree/bohr)
1,0.083
2,0.124
3,0.046
4,0.098
5,0.051
6,0.054
7,0.079
8,0.040